ORCA calculation (ωB97M-V/def2-TZVPD) on a 2-piece molecular cluster, C5H12NO2 overall in a non-equilibrium geometry.

XYZ file:
```
20
Properties=species:S:1:pos:R:3:forces:R:3:mulliken_charge:R:1
O 1.1370 2.2605 -1.5000 0.0264 0.5019 0.4631 -0.014
C 0.4718 2.2994 -0.5230 -0.0076 -0.2335 -0.5785 0.070
C -0.4644 1.0396 -0.3233 -0.4126 -1.8663 0.4883 0.181
N 0.2869 -0.2585 -0.6400 -0.6258 0.9245 -0.7388 -0.188
C 0.8929 -0.8135 0.6456 1.1244 0.6179 -0.3352 -0.445
C 0.4258 0.0949 1.7553 -2.4492 -0.1688 0.9415 -0.541
C -0.8173 0.8708 1.1460 2.2071 -0.5792 0.5140 -0.774
H 0.4146 3.0887 0.2543 0.1790 0.2471 -0.2037 0.440
H -1.3040 1.0862 -1.0222 0.0766 0.6613 -0.0671 0.465
H -0.3209 -0.9477 -1.1551 -0.3799 -0.5770 0.7653 0.296
H 0.9487 -0.1147 -1.4008 0.7050 0.0851 0.2152 0.408
H 0.5631 -1.8360 0.7852 0.1275 -0.0998 -0.2876 0.310
H 1.9651 -0.7133 0.4777 0.0232 -0.6006 0.2618 0.335
H 1.0929 0.6632 2.3984 0.6460 0.3833 -0.8799 0.386
H -0.0737 -0.5007 2.5302 0.2781 -0.2426 -0.1005 0.327
H -0.9406 1.7693 1.7397 -0.8261 0.1262 -0.2658 0.378
H -1.6108 0.1222 1.1812 -0.6054 0.5585 -0.0474 0.398
H -1.1485 -2.2653 -2.7327 0.2439 -0.4262 0.7417 0.317
H -0.7380 -3.3932 -1.7773 0.0964 -1.1881 0.2128 0.302
O -0.7806 -2.4520 -1.8392 -0.4268 1.8762 -1.0992 -0.648
```
Positions in Å, forces in eV/Å.

Results
⟨S²⟩: 0.758
LUMO (alpha / beta) in eV: -10.5 / -14.2
Electronic energy in Eh: -402.160259
Frontier orbital gap (alpha / beta) in eV: 9.2786 / 5.5799
ΔE to the lowest compared entry with this formula, charge and spin in kcal per mole: 20.4
2S+1: 2
Total charge: +2

=====

ORCA calculation (ωB97M-V/def2-TZVPD) on one molecule with the formula C5H12NO2P in a non-equilibrium geometry.

XYZ file:
```
21
Properties=species:S:1:pos:R:3:forces:R:3:mulliken_charge:R:1
C -1.1981 -1.2669 -0.2267 1.5767 1.2466 -2.6983 -0.664
C -2.0563 -0.1059 0.2246 -0.4553 0.3904 0.2717 -0.455
C -0.2194 0.0856 -0.8671 0.8883 -3.4317 -0.4547 -0.199
C -1.1405 2.2308 0.1105 -1.6627 0.3857 0.0601 -0.913
C 2.7119 -1.1546 -0.4763 -1.9465 2.5494 -0.8349 -0.941
N -1.2921 0.9361 -0.5299 -1.1124 -0.0456 1.4488 -0.017
O 1.4639 -0.1598 1.6174 -0.8998 0.2185 -1.8957 -0.543
O 2.0299 1.6129 -0.0538 0.4747 0.6733 -0.7611 -0.668
P 1.5114 0.2493 -0.0384 -0.8854 -1.6114 1.1800 0.835
H -0.7953 -1.9503 0.5426 -0.0433 0.4417 -0.5355 0.247
H -1.6422 -1.8239 -1.1065 0.6976 0.4553 1.1809 0.272
H -3.0804 -0.2006 -0.1468 -0.0774 0.2569 0.3592 0.328
H -2.0545 -0.0772 1.3398 -0.0086 0.7006 -0.6025 0.266
H -0.1421 0.0359 -2.0215 0.6820 -0.1974 1.7888 0.276
H -0.6333 2.1746 1.0898 -0.7370 -0.0651 0.1489 0.337
H -0.5506 2.9893 -0.3924 0.0986 -0.3478 -0.8336 0.292
H -2.2327 2.5919 0.0785 1.7281 -0.0406 0.9052 0.308
H 3.3933 -0.5734 0.1188 1.3893 -0.8504 0.3738 0.285
H 2.2911 -2.0496 -0.0660 0.3133 -0.4991 0.2860 0.302
H 2.9841 -1.1923 -1.5348 0.0013 -0.0669 0.3397 0.353
H 0.7525 -0.7918 1.7652 -0.0216 -0.1624 0.2733 0.300
```
Positions in Å, forces in eV/Å.

Results
LUMO in eV: 0.6
Electronic energy in Eh: -744.259517
Frontier orbital gap in eV: 9.2039
Structure (SMILES): CN1CC[C@@H]1[P@@](C)(=O)O
ΔE to the lowest compared entry with this formula, charge and spin in kcal per mole: 40.0
2S+1: 1
Total charge: 0

=====

ORCA calculation (ωB97M-V/def2-TZVPD) on C5H12NO2S2 as an isolated structure in a non-equilibrium geometry.

XYZ file:
```
22
Properties=species:S:1:pos:R:3:forces:R:3:mulliken_charge:R:1
C -1.1075 0.5098 0.5292 0.9149 1.1631 0.7108 0.510
C -3.3794 -0.5342 0.3744 -0.0180 -2.8119 1.6605 -1.035
C -2.5381 0.6480 -0.0004 -1.4622 3.3293 -0.6759 -0.213
C 1.9309 -0.4195 0.3647 -0.6622 0.6653 1.4554 -0.353
C 1.1939 0.9804 -0.1022 1.8547 -0.7823 3.2192 -0.157
N 2.1445 -1.1964 -0.8715 0.1054 -0.5338 -2.6973 -0.352
O -0.7077 0.3258 1.6434 -1.1457 -0.4226 0.2746 -0.530
O -0.1198 0.7561 -0.4029 -1.5962 0.0070 -2.5061 -0.344
S 3.4907 -0.0586 1.3077 -0.4282 0.3822 -1.2700 -0.152
S 2.0512 1.5211 -1.5942 -0.7135 0.9571 -0.5057 -0.281
H -2.8380 -0.9349 1.3263 -1.4109 0.0957 -1.5539 0.273
H -4.4976 -0.5317 0.6057 1.6459 0.9787 -0.3194 0.321
H -3.3021 -1.2904 -0.4602 0.1257 0.4935 1.0541 0.275
H -2.6181 0.7961 -1.0992 0.8123 -0.1505 0.6004 0.252
H -3.0178 1.7197 0.3498 1.5351 -2.6115 -0.2120 0.299
H 1.1899 -0.8626 1.0702 0.6880 0.0311 -0.7506 0.404
H 1.3405 1.6677 0.8167 -0.2910 -0.8202 -1.6705 0.499
H 1.2027 -1.5101 -1.3050 1.8863 0.4258 0.9999 0.394
H 2.4649 -0.2413 -1.6154 -0.7074 -1.8226 1.0531 0.365
H 2.8611 -2.0128 -0.9507 -1.5669 1.9298 0.7661 0.362
H 3.3792 -0.8999 2.3261 -0.4133 -0.4198 0.1275 0.209
H 0.8768 1.5680 -2.3126 0.8473 -0.0833 0.2399 0.254
```
Positions in Å, forces in eV/Å.

Results
LUMO in eV: -3.3
Electronic energy in Eh: -1199.009671
Frontier orbital gap in eV: 10.4493
ΔE to the lowest compared entry with this formula, charge and spin in kcal per mole: 0.0
2S+1: 1
Total charge: +1

=====

ORCA calculation (ωB97M-V/def2-TZVPD) on a 2-piece molecular cluster, C5H12NOS overall in a non-equilibrium geometry.

XYZ file:
```
20
Properties=species:S:1:pos:R:3:forces:R:3:mulliken_charge:R:1
C 0.5724 2.9812 -0.8993 -0.9114 0.5075 0.4573 -1.005
C 0.4975 1.9462 -2.0100 -0.6870 -0.5198 -1.0781 -0.446
C 0.3288 0.4868 -1.5245 0.3517 -0.3401 -0.7537 -0.574
S 1.7015 0.0280 -0.3605 -0.1398 -0.0492 -1.0047 -0.667
H -0.3186 2.9349 -0.2277 0.3863 0.0022 -0.5029 0.241
H 0.6226 4.0265 -1.2943 0.1483 -0.7468 0.2746 0.319
H 1.4219 2.7447 -0.2417 -0.1220 0.2131 -0.4090 0.287
H -0.3041 2.0984 -2.8042 0.5060 0.3760 1.0908 0.300
H 1.4231 2.0261 -2.5830 0.1950 -0.2198 0.0255 0.240
H 0.2916 -0.1817 -2.4594 0.2898 0.7770 1.2641 0.225
H -0.6763 0.3584 -1.0684 0.4893 0.1580 0.0641 0.257
C -0.7829 -2.6205 0.6954 -0.4915 -2.2851 0.2343 -0.799
C -1.3524 -1.3895 1.3763 0.3902 0.1251 0.5067 0.580
N -0.3653 -0.5016 1.6956 -2.5064 0.3657 1.7188 -0.266
O -2.5510 -1.2856 1.7087 1.6262 -0.2578 -0.3377 -0.703
H -0.3747 -3.3907 1.4608 -0.6277 1.5369 -0.7965 0.236
H 0.0561 -2.4803 -0.0144 -0.6234 0.4246 0.3382 0.271
H -1.6492 -3.1643 0.2497 0.7195 0.4046 -0.0952 0.263
H -0.7410 0.2108 2.3458 0.5509 -0.2600 -0.9432 0.199
H 0.4101 -0.2603 1.0387 0.4561 -0.2121 -0.0533 0.043
```
Positions in Å, forces in eV/Å.

Results
LUMO in eV: 3.9
Electronic energy in Eh: -725.946704
Frontier orbital gap in eV: 7.1098
ΔE to the lowest compared entry with this formula, charge and spin in kcal per mole: 4.9
2S+1: 1
Total charge: -1

=====

ORCA calculation (ωB97M-V/def2-TZVPD) on a 2-piece molecular cluster, C5H12NOS overall in a non-equilibrium geometry.

XYZ file:
```
20
Properties=species:S:1:pos:R:3:forces:R:3:mulliken_charge:R:1
C -0.8893 1.1579 1.2058 -0.0219 0.0024 -0.0517 -1.721
C -0.2243 0.3291 0.1047 0.0850 -1.4971 0.7904 0.649
C 1.2434 0.0442 0.4632 0.4939 -0.2992 1.0628 -0.451
C 2.1823 -0.6186 -0.5783 -3.7261 -1.4143 -0.8833 -1.198
S 3.9018 -0.3255 -0.4496 -0.9395 3.9509 -2.0913 -0.179
N -0.9315 -1.0126 0.0786 -0.6473 1.2226 -1.7590 -0.742
C -2.4738 -0.6809 -0.4301 1.1096 -0.2364 -0.8807 -0.513
O -2.4743 0.2693 -1.3414 -0.4190 0.0349 0.3150 -0.824
H -1.8947 1.4205 0.8756 0.0830 0.1381 -0.0883 0.374
H -0.3429 2.0753 1.4847 -0.0725 -0.3002 -0.1760 0.405
H -1.0168 0.5233 2.0930 0.2227 0.1203 -0.0483 0.384
H -0.3254 0.7870 -0.8779 -0.0704 0.3634 -0.0012 0.427
H 1.2004 -0.6235 1.3430 0.0979 0.2416 -0.1603 0.221
H 1.7136 0.9626 0.8345 0.1021 0.1062 -0.2575 0.336
H 1.9953 -1.7071 -0.6416 0.2089 0.1788 0.6740 0.426
H 1.7395 -0.3436 -1.5610 0.8100 0.0449 0.3175 0.386
H 3.0703 1.2994 -1.3540 2.5593 -2.3319 1.7584 0.134
H -0.6057 -1.3462 -0.8629 -0.3236 -0.1633 1.0837 0.287
H -3.1318 -0.5325 0.4661 0.5585 0.0942 0.1036 0.240
H -2.7362 -1.6780 -0.8522 -0.1107 -0.2558 0.2920 0.362
```
Positions in Å, forces in eV/Å.

Results
LUMO in eV: 1.4
Electronic energy in Eh: -725.759064
Frontier orbital gap in eV: 4.2651
ΔE to the lowest compared entry with this formula, charge and spin in kcal per mole: 122.7
2S+1: 1
Total charge: -1

=====

ORCA calculation (ωB97M-V/def2-TZVPD) on an isolated ion of composition C5H12NOS and charge +1 in a non-equilibrium geometry.

XYZ file:
```
20
Properties=species:S:1:pos:R:3:forces:R:3:mulliken_charge:R:1
C 0.7019 -1.5914 0.5848 1.8585 3.3032 -0.6790 -0.100
C 0.9964 0.6964 0.9251 4.1219 -0.9144 0.8701 -0.359
C -1.0586 0.2357 -0.2481 2.1247 -1.0267 0.1002 -0.039
C 1.6636 -1.7791 -0.5785 1.8113 -0.6740 2.8112 -0.884
C -2.4656 0.6851 -0.3963 1.0731 -0.2125 1.6013 -1.383
N -0.3004 1.1305 0.9614 -3.9249 1.4037 -3.9207 -0.222
O 1.5566 1.2687 -0.1960 -4.2825 0.0787 -0.2938 -0.457
S -1.0127 -1.5129 0.4034 -0.3386 1.1763 -0.1453 -0.044
H 1.1487 -1.8200 1.5115 -0.2626 -0.8748 1.2146 0.527
H 1.6119 1.0084 1.8353 -1.0048 -0.9704 -0.8024 0.370
H -0.3018 0.2750 -1.1862 -1.9973 0.5103 2.3567 0.303
H 2.7711 -1.5307 -0.1175 -2.7209 -0.2465 -1.6890 0.227
H 1.2741 -1.1820 -1.3608 0.5246 0.5876 -1.2289 0.321
H 1.7276 -2.8478 -0.8731 -0.2329 0.5957 0.0576 0.343
H -2.5682 1.7154 -0.6012 -0.2884 1.0169 -0.6490 0.444
H -3.0406 0.4100 0.4754 -0.1083 0.1664 0.5459 0.413
H -2.7947 0.0321 -1.1139 -1.4515 -0.9513 -2.3972 0.414
H -0.7634 0.9451 1.8245 -0.5778 -0.1959 0.8061 0.366
H -0.5933 2.1399 0.5559 1.4757 -2.3117 1.4521 0.424
H 2.4501 1.1886 -0.2244 4.2008 -0.4607 -0.0104 0.332
```
Positions in Å, forces in eV/Å.

Results
LUMO (alpha / beta) in eV: -4.0 / -4.0
Electronic energy in Eh: -725.501137
Frontier orbital gap (alpha / beta) in eV: 8.8336 / 8.8341
ΔE to the lowest compared entry with this formula, charge and spin in kcal per mole: 73.7
2S+1: 1
Total charge: +1

=====

ORCA calculation (ωB97M-V/def2-TZVPD) on a 2-piece molecular cluster, C5H12NS overall.

XYZ file:
```
19
Properties=species:S:1:pos:R:3:forces:R:3:mulliken_charge:R:1
C -2.2329 -0.6098 -0.6583 0.0367 -0.4906 0.3931 -1.073
C -1.0388 -1.5681 -0.6897 -0.0087 0.4455 -0.2415 -0.255
C -0.5507 -1.9310 0.7116 0.0263 -0.0659 0.0215 -0.731
S 0.0982 -0.5396 1.7065 -0.0273 -0.0934 0.0502 -0.621
H -3.0300 -1.0649 -0.0566 -0.0439 0.0739 -0.0668 0.315
H -2.6425 -0.3876 -1.6450 0.1231 0.0796 -0.0641 0.317
H -1.9234 0.2948 -0.1421 -0.0762 0.1908 -0.1012 0.250
H -1.3004 -2.4721 -1.2559 -0.0230 -0.0805 0.0858 0.358
H -0.2215 -1.0820 -1.2350 0.0221 -0.0487 0.0314 0.136
H 0.2339 -2.6886 0.6207 -0.0255 -0.0203 -0.0170 0.234
H -1.3839 -2.4070 1.2447 0.0223 0.0000 0.0287 0.285
C 2.2451 1.0940 -1.3802 0.0689 0.1417 -0.3171 -0.758
C 1.4039 2.1114 -1.1544 -0.1415 0.1065 0.3107 -0.006
N 0.4166 2.1429 -0.1979 0.2210 -0.5183 -0.0577 -0.230
H 2.2510 0.2007 -0.7720 -0.0997 -0.0024 0.0784 0.267
H 2.9186 1.1539 -2.2250 0.0379 -0.0088 0.0258 0.221
H 1.4467 3.0008 -1.7789 0.0591 -0.0142 -0.0605 0.276
H 0.3857 1.3254 0.4443 -0.2247 0.3364 -0.0926 -0.160
H 0.1122 3.0306 0.1580 0.0531 -0.0312 -0.0072 0.178
```
Positions in Å, forces in eV/Å.

Results
LUMO in eV: 4.0
Electronic energy in Eh: -650.664894
Frontier orbital gap in eV: 6.5543
ΔE to the lowest compared entry with this formula, charge and spin in kcal per mole: 6.9
2S+1: 1
Total charge: -1

=====

ORCA calculation (ωB97M-V/def2-TZVPD) on C5H12NS as an isolated structure in a non-equilibrium geometry.

XYZ file:
```
19
Properties=species:S:1:pos:R:3:forces:R:3:mulliken_charge:R:1
C -1.5047 0.0976 0.9489 -2.7117 0.8667 -0.3103 -0.189
N -0.7410 0.1159 -0.3459 1.0169 -0.6153 1.4414 -0.678
C 0.3174 -0.2743 0.3605 -0.3958 0.3488 -1.2536 0.270
C 1.2610 0.5998 1.1274 0.9790 -0.0005 -0.0905 -0.821
S 2.9521 -0.1028 1.3097 -0.2742 -0.1189 -0.0598 -0.605
C 2.1744 -0.5980 -2.3987 -0.0587 -0.3096 0.1907 -0.853
C -3.0205 0.3402 0.6500 0.8583 -0.2259 -0.5221 -1.326
H -1.5524 -0.8631 1.4915 0.6409 0.0407 0.2227 0.247
H -1.2552 0.9297 1.6110 0.3753 -0.2869 0.3465 0.163
H 2.3890 -0.5184 -1.3282 0.1226 -0.0572 -0.1385 0.034
H 0.5565 -1.3506 0.3881 0.3584 -0.0967 0.1404 0.413
H 1.3394 1.5542 0.6016 -0.3611 0.0258 -0.0007 0.291
H 0.8768 0.8099 2.1242 -0.2606 -0.0977 0.0681 0.278
H 1.7087 0.3226 -2.7326 0.0145 0.1171 -0.1721 0.225
H 1.4908 -1.4285 -2.5744 -0.1104 0.0400 0.0480 0.232
H 3.0966 -0.8120 -2.9377 0.0590 0.2037 -0.0147 0.317
H -3.1132 1.2924 0.1290 -0.1571 0.0455 0.0645 0.328
H -3.3904 -0.4482 -0.0068 -0.0477 0.0235 0.0098 0.332
H -3.5852 0.3337 1.5824 -0.0477 0.0967 0.0303 0.343
```
Positions in Å, forces in eV/Å.

Results
LUMO in eV: 3.7
Electronic energy in Eh: -650.553183
Frontier orbital gap in eV: 6.5542
ΔE to the lowest compared entry with this formula, charge and spin in kcal per mole: 77.0
2S+1: 1
Total charge: -1